The following is a quantum chemistry calculation of a cluster of 8 separate species, C15H42F3O10S8 in total at a distorted geometry, from OMol25.

Cartesian coordinates (Å):
C (-0.19, -2.40, -0.28)
F (-0.35, -3.22, -1.30)
F (-0.90, -2.94, 0.80)
F (1.09, -2.49, 0.10)
S (-0.50, -0.58, -0.67)
O (0.48, -0.27, -1.70)
O (-1.87, -0.53, -1.06)
O (-0.19, 0.02, 0.62)
C (3.20, -2.83, -2.79)
S (4.36, -2.07, -1.72)
O (5.66, -2.53, -2.30)
C (4.04, -0.51, -2.40)
H (3.18, -2.46, -3.80)
H (2.14, -2.75, -2.40)
H (3.50, -3.84, -2.91)
H (4.43, 0.26, -1.63)
H (3.00, -0.35, -2.34)
H (4.47, -0.32, -3.44)
C (4.95, 0.51, 3.49)
S (3.85, 0.58, 2.06)
O (4.13, -0.72, 1.32)
C (2.45, 0.17, 3.02)
H (5.88, 0.89, 3.03)
H (5.08, -0.57, 3.77)
H (4.53, 1.08, 4.30)
H (2.56, -0.75, 3.53)
H (1.65, 0.16, 2.38)
H (2.29, 0.95, 3.72)
C (-0.24, 2.88, 3.00)
S (0.30, 4.60, 2.91)
O (-0.41, 5.32, 1.72)
C (-0.31, 5.15, 4.47)
H (0.47, 2.41, 3.74)
H (-0.12, 2.48, 1.99)
H (-1.22, 2.79, 3.45)
H (-1.39, 4.98, 4.51)
H (-0.05, 6.17, 4.61)
H (0.27, 4.70, 5.25)
C (-1.45, -2.16, -4.43)
S (-1.29, -0.54, -5.06)
O (-0.87, -0.75, -6.54)
C (-2.95, -0.02, -5.07)
H (-0.37, -2.52, -4.33)
H (-2.17, -2.75, -5.10)
H (-1.87, -2.12, -3.39)
H (-3.20, 0.13, -4.02)
H (-3.70, -0.62, -5.62)
H (-2.83, 0.98, -5.51)
C (-4.17, -3.38, -2.09)
S (-4.47, -1.64, -1.94)
O (-5.80, -1.57, -2.65)
C (-4.62, -1.65, -0.17)
H (-3.31, -3.58, -1.39)
H (-3.69, -3.77, -2.97)
H (-5.08, -3.98, -1.75)
H (-4.77, -0.69, 0.38)
H (-3.64, -1.98, 0.19)
H (-5.39, -2.38, 0.06)
C (-0.55, -1.21, 4.01)
S (-2.32, -1.29, 4.31)
O (-2.55, -0.37, 5.51)
C (-2.90, -0.31, 2.87)
H (0.03, -1.57, 4.81)
H (-0.22, -0.20, 3.88)
H (-0.35, -1.73, 3.07)
H (-2.51, -0.64, 1.92)
H (-2.45, 0.68, 2.91)
H (-3.94, -0.18, 2.73)
C (0.13, 2.81, -1.92)
S (1.88, 2.46, -1.94)
O (2.68, 3.54, -2.64)
C (2.23, 2.64, -0.20)
H (-0.14, 3.85, -1.90)
H (-0.17, 2.45, -0.92)
H (-0.31, 2.25, -2.71)
H (1.68, 1.78, 0.31)
H (1.94, 3.58, 0.26)
H (3.30, 2.44, 0.00)

Properties
Frontier orbital gap: 7.789 eV
Energy: -4834.04044 hartree
Relative energy (zero: lowest compared OMol25 entry of this formula, charge and spin): 14.7 kJ/mol
LUMO level: 1.66 eV
Charge: -1
HOMO energy: -6.13 eV
Maximum force: 3.5 eV Å⁻¹

The following is a quantum chemistry calculation of a cluster of 7 separate species, C22H47ClN7O9 in total at a distorted geometry, from OMol25.

Cartesian coordinates (Å):
O (2.13, -2.51, -0.63)
C (2.26, -3.40, -1.63)
O (1.14, -3.73, -2.56)
C (3.75, -4.12, -1.85)
N (4.33, -3.52, -3.12)
C (5.57, -2.69, -2.86)
C (5.01, -1.17, -2.43)
O (4.64, -0.85, -1.19)
Cl (4.90, 0.13, -3.75)
H (3.50, -5.28, -1.98)
H (4.39, -3.91, -0.88)
H (4.46, -4.23, -3.87)
H (6.26, -2.58, -3.83)
H (6.23, -3.04, -1.96)
C (2.17, 3.37, -4.16)
C (3.67, 3.50, -4.25)
O (4.37, 2.63, -4.78)
N (4.25, 4.61, -3.72)
C (3.62, 5.72, -3.06)
H (1.85, 2.44, -4.63)
H (1.86, 3.36, -3.11)
H (1.70, 4.20, -4.69)
H (5.26, 4.62, -3.82)
H (3.86, 6.63, -3.61)
H (4.03, 5.80, -2.05)
H (2.53, 5.61, -3.00)
C (2.26, 0.09, 0.61)
C (2.27, 1.23, 1.59)
O (3.22, 2.00, 1.68)
N (1.17, 1.40, 2.38)
C (-0.04, 0.61, 2.42)
H (3.20, 0.08, 0.05)
H (2.17, -0.86, 1.14)
H (1.43, 0.21, -0.10)
H (1.25, 2.19, 3.01)
H (-0.88, 1.28, 2.20)
H (-0.15, 0.22, 3.43)
H (-0.02, -0.21, 1.70)
C (-5.62, 1.13, 3.23)
C (-4.12, 1.26, 3.14)
O (-3.43, 0.39, 2.61)
N (-3.54, 2.37, 3.67)
C (-4.18, 3.48, 4.34)
H (-5.94, 0.20, 2.77)
H (-5.93, 1.12, 4.28)
H (-6.10, 1.96, 2.70)
H (-2.53, 2.38, 3.57)
H (-3.93, 4.39, 3.78)
H (-3.77, 3.56, 5.35)
H (-5.26, 3.37, 4.39)
C (-9.33, 1.27, 5.43)
C (-8.31, 2.28, 5.87)
O (-7.69, 2.98, 5.07)
N (-8.06, 2.41, 7.20)
C (-8.67, 1.68, 8.30)
H (-9.42, 1.28, 4.34)
H (-9.03, 0.27, 5.74)
H (-10.31, 1.52, 5.86)
H (-7.36, 3.10, 7.42)
H (-9.15, 2.41, 8.96)
H (-7.88, 1.17, 8.84)
H (-9.41, 0.96, 7.96)
C (-3.44, 2.03, -0.22)
C (-4.37, 2.43, -1.33)
O (-5.24, 3.28, -1.18)
N (-4.23, 1.81, -2.53)
C (-3.28, 0.79, -2.91)
H (-3.67, 2.61, 0.68)
H (-3.56, 0.97, 0.01)
H (-2.40, 2.24, -0.51)
H (-4.90, 2.12, -3.23)
H (-2.69, 1.17, -3.75)
H (-3.84, -0.09, -3.24)
H (-2.61, 0.52, -2.09)
C (7.71, -6.84, -2.46)
C (6.78, -6.45, -3.57)
O (5.90, -5.60, -3.42)
N (6.92, -7.07, -4.78)
C (7.87, -8.09, -5.15)
H (7.48, -6.26, -1.56)
H (7.59, -7.90, -2.23)
H (8.74, -6.63, -2.75)
H (6.25, -6.75, -5.47)
H (8.46, -7.70, -5.99)
H (7.31, -8.97, -5.48)
H (8.53, -8.36, -4.33)

Properties
Frontier orbital gap: 5.308 eV
Energy: -2387.09848 hartree
LUMO level: 1.69 eV
Charge: -1
HOMO energy: -3.61 eV
Maximum force: 9.3 eV Å⁻¹

The following is a quantum chemistry calculation of a structure of composition C4H8O2 at a distorted geometry, from OMol25.

Cartesian coordinates (Å):
C (-2.37, 0.15, 0.16)
O (-1.24, -0.63, 0.07)
C (-0.14, 0.20, 0.07)
C (1.08, -0.65, -0.28)
C (2.43, -0.13, -0.12)
O (1.95, -1.12, 0.77)
H (-3.22, -0.54, 0.01)
H (-2.46, 0.66, 1.14)
H (-2.00, 1.13, -0.62)
H (-0.01, 0.73, 1.03)
H (-0.68, 1.19, -0.70)
H (0.90, -1.42, -1.03)
H (2.55, 0.86, 0.32)
H (3.21, -0.42, -0.82)

Properties
Frontier orbital gap: 11.364 eV
Energy: -307.54898 hartree
Relative energy (zero: lowest compared OMol25 entry of this formula, charge and spin): 429.1 kJ/mol
LUMO level: 1.06 eV
HOMO energy: -10.31 eV
Maximum force: 3.7 eV Å⁻¹

The following is a quantum chemistry calculation of the ion C4H8NOS with charge -1 at a distorted geometry, from OMol25.

Cartesian coordinates (Å):
O (1.33, -3.52, -0.47)
C (0.69, -2.44, -0.50)
N (0.02, -1.80, 0.48)
C (0.07, -0.23, 0.69)
C (0.25, 0.46, -0.59)
C (0.21, 1.96, -0.57)
S (-1.27, 2.58, 0.49)
H (0.56, -1.76, -1.44)
H (-0.32, -2.39, 1.23)
H (0.90, -0.02, 1.43)
H (-0.82, 0.10, 1.29)
H (-0.59, 0.12, -1.30)
H (1.17, 0.09, -1.01)
H (0.14, 2.45, -1.61)
H (1.10, 2.38, -0.16)

Properties
SMILES: O=CNCCC[S-]
Frontier orbital gap: 6.422 eV
Energy: -685.40443 hartree
Relative energy (zero: lowest compared OMol25 entry of this formula, charge and spin): 135.6 kJ/mol
LUMO level: 3.70 eV
Charge: -1
HOMO energy: -2.72 eV
Maximum force: 3.2 eV Å⁻¹